The following is a quantum chemistry calculation of a gas-phase ion, C7H7N6 (charge -1) in a non-equilibrium geometry, from OMol25.

**DFT total energy**: -599.3512 hartree
**HOMO-LUMO gap**: 7.75 eV
**Energy relative to the best compared isomer or geometry (same formula, charge and spin)**: 68.1 kcal/mol
**Highest occupied orbital energy**: -4.183 eV
**Max |F|**: 0.0909 hartree/bohr
**Total charge**: -1

Last column: natural (NBO) charge in e.
CARTESIAN COORDINATES (ANGSTROEM)
1 C 1.444455 -0.233242 -1.318332  -0.48
2 C 1.681352 1.098277 -0.468245  -0.07
3 C 1.114947 -0.700223 0.968868  -0.23
4 C 1.851600 0.597444 0.982308  -0.46
5 H 1.273776 1.308032 1.638663  0.22
6 H 0.664369 -0.171797 -2.151709  0.23
7 N 0.654959 2.072885 -0.438579  -0.42
8 N -3.127733 0.092638 1.182759  -0.28
9 N -2.972396 -0.997103 -0.770449  -0.28
10 N -3.870744 -1.557543 -0.045018  -0.16
11 H 2.518921 1.550004 -0.858315  0.19
12 C -2.459222 -0.005188 0.013558  0.03
13 N -0.481099 1.550680 -0.367770  -0.05
14 H 2.386084 -0.730420 -1.631824  0.21
15 C 0.807185 -1.072643 -0.269917  -0.19
16 C -1.363734 0.731535 -0.350549  0.27
17 H 2.912867 0.484802 1.560450  0.20
18 H 0.450665 -2.107264 -0.675440  0.22
19 H 0.507771 -1.023647 1.873958  0.22
20 N -3.994014 -0.887232 1.125586  -0.17

Forces on atoms 1 to 3 (eV/Å):
-1.26 0.73 0.22
0.40 -2.19 0.28
-2.13 -0.27 1.19